Record 1
C5H11NOS | ωB97M-V/def2-TZVPD

XYZ file:
```
19
Properties=species:S:1:pos:R:3:mulliken_charge:R:1
C 0.70802 1.90000 -0.17243 -0.57
C 0.71306 1.03561 1.05236 -0.50
C 0.93914 0.46166 -0.25640 0.49
C 1.62710 -0.48723 -1.23217 -0.95
C -2.34694 -0.94927 1.17108 -0.76
N -1.61593 -0.14600 -1.43450 -0.45
O -2.37211 1.51244 0.15615 -0.57
S -2.73518 0.19422 -0.34968 0.51
H -0.19090 2.07790 -0.63107 0.24
H 1.47948 2.59891 -0.37881 0.24
H 1.70570 1.09050 1.45536 0.27
H -0.16025 0.82076 1.63704 0.25
H 1.88210 -1.46652 -0.85217 0.28
H 2.56852 0.04980 -1.61463 0.29
H 0.83420 -0.72842 -2.05168 0.23
H -2.71681 -2.00961 0.94339 0.34
H -2.90700 -0.43775 1.87518 0.33
H -1.30820 -0.83324 1.22071 0.09
H -1.61773 -1.17740 -1.65289 0.24
```

As for the spin multiplicity: 1. The HOMO energy (alpha / beta) is -8.530 / -7.041 eV. As for the HOMO-LUMO gap (alpha / beta): 9.10 / 5.45 eV. The calculation puts the energy above the lowest of the compared OMol25 structures with the same formula, charge and spin at 706.88 kJ/mol.

---

Record 2
C5H11NOS2 | ωB97M-V/def2-TZVPD

XYZ file:
```
20
Properties=species:S:1:pos:R:3:mulliken_charge:R:1
C -1.71168 1.47131 -0.02278 -0.49
C -2.34924 0.12010 0.02693 -0.65
C -0.49096 0.97043 -0.80382 -0.48
C -0.92957 -0.42332 -0.47911 -0.16
C 0.79771 -1.86658 0.54284 -0.61
N -0.25242 -1.02352 0.68261 -0.26
O 3.00599 1.33665 0.79079 -0.53
S 2.48314 -1.18280 -0.67731 -0.24
S 3.69899 0.53536 -0.20789 0.30
H -2.37794 2.25103 -0.46489 0.34
H -1.58715 1.80155 1.09740 0.19
H -2.85065 -0.27580 1.00190 0.28
H -3.13136 0.04334 -0.86119 0.22
H -0.51462 1.26606 -1.88926 0.25
H 0.49483 1.36565 -0.45767 0.14
H -0.91215 -1.15566 -1.29919 0.50
H 1.34404 -2.08078 1.39474 0.37
H 0.57778 -2.77955 -0.10709 0.37
H 0.02458 -0.20920 1.18874 0.30
H 4.68069 -0.16426 0.54425 0.15
```

As for the spin multiplicity: 1. The HOMO energy is -8.596 eV. As for the HOMO-LUMO gap: 8.64 eV. The calculation puts the energy above the lowest of the compared OMol25 structures with the same formula, charge and spin at 424.50 kJ/mol.

---

Record 3
C5H11NPPb | ωB97M-V/def2-TZVPD

XYZ file:
```
19
Properties=species:S:1:pos:R:3:mulliken_charge:R:1
C 0.48820 -0.15786 -2.08705 -0.57
C -0.77333 -0.81657 -2.06128 -0.63
C -0.58011 -2.14964 -1.58331 -0.54
C 0.81035 -2.33104 -1.33659 -0.57
C 1.47930 -1.10444 -1.63157 -0.53
Pb 1.67447 1.31825 1.97072 -0.10
P -0.32262 2.79025 1.09654 -0.31
H 0.67610 0.86563 -2.40892 0.43
H -1.72855 -0.37844 -2.33345 0.37
H -1.35238 -2.90430 -1.44762 0.40
H 2.55225 -0.91828 -1.57190 0.34
H 1.28459 -3.23402 -0.95835 0.37
H -1.60420 2.81964 1.77069 0.06
H -0.68906 2.46612 -0.26629 0.11
H -0.02239 4.20275 0.98996 0.09
N -0.24586 0.03560 2.88602 -0.76
H -0.09121 -0.96653 2.75026 0.30
H -1.08542 0.27973 2.34481 0.27
H -0.47014 0.18319 3.87732 0.26
```

As for the spin multiplicity: 1. The total charge is -1. The HOMO energy is -1.785 eV. As for the HOMO-LUMO gap: 4.75 eV. The calculation puts the energy above the lowest of the compared OMol25 structures with the same formula, charge and spin at 0.00 kJ/mol.

---

Record 4
C5H11O | ωB97M-V/def2-TZVPD

XYZ file:
```
17
Properties=species:S:1:pos:R:3:mulliken_charge:R:1
C 1.23659 -0.96624 0.59195 -0.28
C 0.87466 -0.30078 -0.67049 0.11
C 0.43256 -1.12760 -2.00965 -1.21
C -1.74420 1.09475 0.97413 -0.98
C -0.19917 0.95332 1.16847 -0.36
O -0.00161 -0.28021 0.42943 0.05
H 0.98510 -2.04523 0.46401 0.24
H 2.00851 -0.60500 1.20164 0.36
H 1.32264 0.70214 -0.91811 0.36
H 1.22960 -1.82069 -2.22067 0.36
H 0.26831 -0.42277 -2.79614 0.39
H -0.63344 -1.64455 -1.91262 0.31
H -1.91354 1.25406 -0.13501 0.30
H -1.92096 2.10634 1.48376 0.36
H -2.27132 0.21999 1.35308 0.33
H 0.22150 1.94990 0.76395 0.33
H 0.10476 0.93257 2.23228 0.34
```

As for the spin multiplicity: 1. The total charge is +1. The HOMO energy is -16.410 eV. As for the HOMO-LUMO gap: 13.71 eV. The calculation puts the energy above the lowest of the compared OMol25 structures with the same formula, charge and spin at 167.49 kJ/mol.

---

Record 5
C5H11O2 | ωB97M-V/def2-TZVPD

XYZ file:
```
18
Properties=species:S:1:pos:R:3:mulliken_charge:R:1
C 0.19820 0.09976 -1.15910 0.17
C 0.47451 -0.64405 -2.46543 -1.19
C 1.02273 1.26283 -0.62485 -1.06
H -0.82557 0.44508 -1.37534 0.23
H 0.04204 -0.59272 -0.33310 -0.02
H 1.33944 -1.31619 -2.38034 0.31
H 0.79083 0.02422 -3.27713 0.29
H 1.93009 0.80010 -0.22438 0.26
H 1.37358 2.03138 -1.32131 0.36
H -0.43182 -1.11131 -2.83754 0.32
H 0.47182 1.80419 0.14073 0.29
C -0.67671 -1.07938 2.30968 -0.97
C -1.26775 0.42861 2.17212 0.63
O -2.36266 0.56057 1.61688 -0.71
O -0.48038 1.26690 2.66433 -0.72
H 0.38858 -0.93916 2.13362 0.19
H -1.23100 -1.68351 1.60112 0.26
H -0.75592 -1.35731 3.36005 0.35
```

As for the spin multiplicity: 1. The total charge is -1. The HOMO energy is -3.745 eV. As for the HOMO-LUMO gap: 7.42 eV. The calculation puts the energy above the lowest of the compared OMol25 structures with the same formula, charge and spin at 55.05 kJ/mol.

---

Record 6
C5H11O2 | ωB97M-V/def2-TZVPD

XYZ file:
```
18
Properties=species:S:1:pos:R:3:mulliken_charge:R:1
C 0.74551 -0.49497 -2.97417 -0.23
C 2.18610 -0.14980 -3.38346 -0.93
H 0.66284 -1.57200 -2.85984 0.27
H 0.58102 -0.03584 -2.00498 -0.27
H -0.03501 -0.18133 -3.66298 0.35
H 2.72692 0.21565 -2.51422 0.30
H 2.25307 0.64590 -4.13076 0.25
H 2.71204 -0.99081 -3.83413 0.27
C -0.27808 0.05191 0.61086 -0.26
C -1.58080 -0.33673 -0.08618 -0.94
C -0.45155 0.32646 2.12900 0.29
O -0.50968 -0.67604 2.87142 -0.74
O -0.56734 1.54238 2.43680 -0.74
H 0.48860 -0.74516 0.60786 0.27
H 0.30121 0.83811 0.11885 0.29
H -2.46357 -0.00694 0.45145 0.41
H -1.64443 -1.41702 -0.18806 0.19
H -1.53255 0.17686 -1.04582 0.23
```

As for the spin multiplicity: 1. The total charge is -1. The HOMO energy is -3.679 eV. As for the HOMO-LUMO gap: 7.07 eV. The calculation puts the energy above the lowest of the compared OMol25 structures with the same formula, charge and spin at 57.59 kJ/mol.

---

Record 7
C5H11O2 | ωB97M-V/def2-TZVPD

XYZ file:
```
18
Properties=species:S:1:pos:R:3:mulliken_charge:R:1
C 0.64557 -0.91748 1.71232 -0.73
O -0.12444 -0.96732 0.53238 -0.74
C 0.77795 0.54083 2.09420 -0.27
C 1.37867 1.29621 0.94021 -0.83
H 1.70299 -1.28918 1.60744 0.23
H 0.20078 -1.54252 2.51839 0.25
H 1.49773 0.62728 2.97933 0.26
H -0.18299 0.97347 2.29806 0.29
H 1.37006 2.36587 1.02751 0.35
H 0.78626 0.98616 0.05805 0.03
H 2.45178 1.01693 0.69135 0.25
O 0.00709 0.39130 -2.52836 -0.61
C -0.71576 -0.35598 -1.86510 0.29
C -2.01176 -0.06505 -1.25609 -0.92
H -0.44774 -1.41698 -1.71590 0.28
H -1.87267 -0.31354 -0.14015 0.26
H -2.73144 -0.75417 -1.67166 0.33
H -2.28394 0.96364 -1.43785 0.29
```

As for the spin multiplicity: 1. The total charge is -1. The HOMO energy is -2.972 eV. As for the HOMO-LUMO gap: 7.26 eV. The calculation puts the energy above the lowest of the compared OMol25 structures with the same formula, charge and spin at 241.53 kJ/mol.

---

Record 8
C5H11O2 | ωB97M-V/def2-TZVPD

XYZ file:
```
18
Properties=species:S:1:pos:R:3:mulliken_charge:R:1
O 1.91928 1.33810 1.81460 -0.88
C 1.93211 1.04444 0.51989 -0.52
C 0.64501 1.50002 -0.29527 -0.76
C -0.55831 0.70836 0.26624 -0.64
C -0.41606 -0.81809 0.12674 -0.25
C -1.06686 -1.48484 -1.11448 -0.42
O -2.36547 -1.93278 -1.03313 -0.52
H 2.76270 1.66479 0.11928 0.35
H 2.17369 0.01587 0.18958 0.17
H 0.56500 2.58728 -0.09316 0.35
H 0.73888 1.46476 -1.39104 0.31
H -1.48586 1.07964 -0.22333 0.27
H -0.63151 0.97584 1.33366 0.35
H 0.61727 -1.07658 -0.00670 0.21
H -0.80570 -1.19318 1.08937 0.21
H -0.92760 -1.00147 -2.08280 0.26
H -0.37299 -2.47781 -1.16959 0.22
H -2.55332 -2.74945 -0.57707 0.29
```

As for the spin multiplicity: 1. The total charge is -1. The SMILES is [O-]CCCCCO. The HOMO energy is -2.031 eV. As for the HOMO-LUMO gap: 5.30 eV. The calculation puts the energy above the lowest of the compared OMol25 structures with the same formula, charge and spin at 321.72 kJ/mol.

---

Record 9
C5H11O2 | ωB97M-V/def2-TZVPD

XYZ file:
```
18
Properties=species:S:1:pos:R:3:mulliken_charge:R:1
C 1.97898 0.09670 -0.35058 -0.14
C 1.73605 -1.29654 -0.97251 -0.95
C 1.72935 1.35037 -1.15547 -1.13
H 1.18965 0.13253 0.49222 -0.09
H 2.89982 0.04938 0.12932 0.58
H 1.96387 -1.29818 -2.02095 0.37
H 0.57824 -1.33615 -0.85739 0.16
H 0.72850 1.78450 -0.93126 0.24
H 2.47023 2.04612 -1.08857 0.40
H 2.18491 -2.11174 -0.39012 0.27
H 1.83185 1.21237 -2.24835 0.26
C -1.31084 -1.00076 1.77661 -0.87
C -1.48344 0.15425 0.51483 0.47
O -2.04426 1.18723 0.83629 -0.70
O -1.19390 -0.23613 -0.58350 -0.62
H -1.87545 -0.75715 2.74320 0.25
H -0.27151 -1.23098 1.91159 0.23
H -1.69546 -1.92358 1.36064 0.27
```

As for the spin multiplicity: 1. The total charge is -1. The HOMO energy is -3.927 eV. As for the HOMO-LUMO gap: 8.02 eV. The calculation puts the energy above the lowest of the compared OMol25 structures with the same formula, charge and spin at 122.45 kJ/mol.

---

Record 10
C5H11O2 | ωB97M-V/def2-TZVPD

XYZ file:
```
18
Properties=species:S:1:pos:R:3:mulliken_charge:R:1
C -0.26097 -0.37023 -1.55749 -0.46
O -1.30011 -1.05507 -2.18062 -0.85
C -0.17942 -0.40173 -0.03137 -0.26
C 0.77944 0.40139 0.84757 -0.29
C 0.32478 0.73760 2.15965 -0.39
C 0.92629 0.73065 3.46588 -0.63
H -0.27395 0.70360 -1.93850 0.12
H 0.75433 -0.66853 -1.88141 0.16
H -1.18824 -0.04323 0.29754 0.20
H -0.02663 -1.41154 0.36997 0.16
H 1.65524 0.91481 0.45583 0.34
H 0.23446 -0.98081 2.73152 0.17
H -0.66054 1.28038 2.18485 0.23
H 1.89305 0.35534 3.74325 0.34
H 0.19985 0.99718 4.22860 0.27
H -1.27213 0.14663 -4.84752 0.23
H -1.00290 -0.85034 -3.55085 0.44
O -0.60256 -0.48611 -4.49690 -0.78
```

As for the spin multiplicity: 1. The total charge is -1. The HOMO energy is -3.100 eV. As for the HOMO-LUMO gap: 4.70 eV. The calculation puts the energy above the lowest of the compared OMol25 structures with the same formula, charge and spin at 837.76 kJ/mol.

---

> Which value of spin multiplicity does entry 4 give?

1